[1]
{"formula": "C16H45N4O6V", "method": "ωB97M-V/def2-TZVPD", "e_above_lowest_kcal_mol": 0.0, "multiplicity": 2, "gap_ev": [7.11, 7.43], "total_charge": 1, "symbols": ["V", "O", "O", "O", "O", "O", "O", "N", "N", "N", "N", "C", "C", "C", "C", "C", "C", "C", "C", "C", "C", "C", "C", "C", "C", "C", "C", "H", "H", "H", "H", "H", "H", "H", "H", "H", "H", "H", "H", "H", "H", "H", "H", "H", "H", "H", "H", "H", "H", "H", "H", "H", "H", "H", "H", "H", "H", "H", "H", "H", "H", "H", "H", "H", "H", "H", "H", "H", "H", "H", "H", "H"], "xyz": [[-2.13659, -0.41961, -1.62004], [5.39648, 0.80591, 1.02267], [-1.87636, 3.55357, 3.28909], [-3.02269, 0.86136, -1.25530], [-3.21306, -1.43282, 0.02774], [-0.77119, -0.06921, -0.26257], [2.58050, -0.42011, -3.57154], [-0.92693, 0.61547, -3.12703], [-1.53109, -0.07921, 2.94233], [-1.30297, -2.60831, -1.63479], [2.14957, -0.70074, 0.01322], [-2.17268, 1.22770, 3.05060], [-2.27576, -3.43358, -0.85667], [-2.55473, -2.64402, 0.38838], [-1.79306, -4.86049, -0.64582], [4.45213, -0.08886, 0.50282], [0.25849, -0.22021, -3.64209], [3.85277, 0.16488, -3.40889], [5.43595, 2.06001, 0.36707], [-4.47076, -1.19733, 0.66813], [-3.38259, 1.17903, 3.97922], [2.52068, 0.88235, 1.88209], [1.56196, 0.53137, -3.54701], [-1.19290, 2.29920, 3.40253], [3.01134, 0.39144, 0.52508], [-0.06398, -0.70368, -5.04770], [-1.22965, 4.60424, 3.97274], [4.54515, -1.03871, 1.03920], [1.56302, 1.38892, 1.74259], [-5.14479, -2.03378, 0.48913], [-0.30185, 0.08857, -5.75258], [1.22210, -0.37855, -0.25088], [4.58939, -0.62262, -3.30231], [3.84890, 0.78236, -2.50092], [-0.44430, 1.46432, -2.82496], [-1.63501, -2.35914, 0.91712], [-0.72754, 2.17096, 4.38513], [6.46657, 2.40807, 0.30927], [2.36402, 0.02448, 2.53880], [3.20154, 1.59852, 2.34166], [-1.47662, 0.98555, -3.90440], [-0.93472, -4.87824, 0.02962], [-0.41942, -2.54058, -1.12184], [4.89429, 2.78393, 0.98501], [-0.99248, -3.13634, -2.45213], [-3.09028, -3.20689, 1.15673], [-0.96013, -0.05505, 2.10400], [-0.20796, 4.76600, 3.59396], [-1.81205, 5.49312, 3.74530], [4.71248, -0.34142, -0.53682], [1.70916, 1.28260, -4.33809], [4.09883, 0.82696, -4.24680], [-3.56942, 2.19117, 4.34894], [2.03359, -1.33066, 0.80627], [-3.19011, 0.65555, 4.92360], [-4.85944, -0.26302, 0.27385], [-1.14539, 4.42090, 5.04848], [-2.63858, 1.50649, 2.09026], [-0.27868, -0.64824, 0.32641], [-4.31510, -1.05086, 1.73837], [2.93564, 1.17688, -0.23642], [1.56744, 1.07225, -2.57797], [0.31484, -1.02130, -2.90533], [-2.21339, -0.81593, 2.82104], [0.77606, -1.28576, -5.43618], [-4.27903, 0.79352, 3.50012], [-1.49405, -5.22515, -1.62830], [-0.84963, -1.46866, -5.01012], [-3.21376, -3.41774, -1.42091], [5.01965, 2.01940, -0.64074], [-2.55290, -5.50559, -0.21226], [-0.41891, 2.42538, 2.63083]], "lowdin_spin": [1.1517, 0.0000, 0.0000, -0.2125, 0.0119, 0.0380, 0.0001, -0.0004, 0.0006, 0.0011, 0.0000, 0.0000, 0.0013, 0.0006, 0.0000, 0.0000, 0.0003, 0.0000, 0.0000, 0.0001, 0.0000, 0.0000, 0.0001, 0.0000, 0.0000, 0.0001, 0.0000, 0.0000, 0.0000, 0.0002, 0.0000, 0.0002, 0.0000, 0.0000, 0.0015, 0.0003, 0.0000, 0.0000, 0.0000, 0.0000, 0.0012, 0.0000, 0.0002, 0.0000, 0.0001, -0.0001, 0.0001, 0.0000, 0.0000, 0.0000, 0.0000, 0.0000, 0.0000, 0.0000, 0.0000, -0.0001, 0.0000, -0.0001, 0.0023, 0.0001, 0.0000, 0.0002, 0.0000, 0.0000, 0.0000, 0.0000, 0.0000, 0.0001, 0.0005, 0.0000, 0.0000, 0.0000]}

[2]
{"formula": "C5H8AgNO3", "method": "ωB97M-V/def2-TZVPD", "e_above_lowest_kcal_mol": 121.9, "multiplicity": 2, "gap_ev": [6.26, 6.25], "total_charge": 1, "symbols": ["Ag", "O", "O", "O", "N", "C", "C", "C", "C", "C", "H", "H", "H", "H", "H", "H", "H", "H"], "xyz": [[0.54442, -3.42224, -0.58891], [-3.15558, -0.00044, 0.44393], [3.59494, -0.20770, 0.74370], [2.89589, 2.12678, 0.40193], [0.68776, -1.02104, -0.03030], [-2.38793, 1.42924, 0.18214], [1.35773, 0.18092, -0.64811], [2.70389, 0.66058, 0.21375], [-0.43922, -0.66289, 0.91136], [-1.73544, -0.13565, -0.19478], [-1.62424, -0.44197, -1.40640], [-0.25015, 0.27531, 1.58505], [0.67861, 1.12181, -0.79173], [0.37142, -1.72855, -0.72740], [-1.76700, 1.81644, 1.09044], [-0.86874, -1.58637, 1.48962], [1.70998, -0.14821, -1.73650], [-2.31635, 1.74400, -0.93779]], "lowdin_spin": [0.0000, 0.0000, 0.0378, 0.9314, 0.0042, 0.0001, 0.0127, 0.0109, -0.0001, 0.0001, 0.0000, -0.0001, 0.0018, 0.0005, 0.0000, 0.0000, 0.0008, 0.0000]}

[3]
{"formula": "C2H9N3O2", "method": "ωB97M-V/def2-TZVPD", "e_above_lowest_kcal_mol": 88.0, "smiles": "NNNCO.C=O", "gap_ev": 9.70, "symbols": ["O", "O", "N", "N", "N", "C", "C", "H", "H", "H", "H", "H", "H", "H", "H", "H"], "xyz": [[-1.65771, 2.44822, -1.11639], [1.50013, -2.03366, -0.04676], [-0.15677, 0.40731, -0.27716], [1.19654, 0.85338, -0.27716], [-0.38020, -0.66151, 0.60504], [0.11355, -1.94815, 0.17305], [-1.50027, 2.03258, 0.00946], [-2.21094, 1.33474, 0.48322], [-0.80194, 2.50921, 0.71919], [1.79390, 0.27623, -0.86939], [-0.49789, 0.12638, -1.20232], [1.97232, -1.89884, 0.78109], [-0.34777, -2.18113, -0.79204], [-0.22074, -2.68318, 0.91657], [1.20870, 1.80896, -0.61900], [-0.01091, -0.39055, 1.51267]], "lowdin_charge": [-0.0772, -0.0599, -0.1958, 0.0400, -0.0485, -0.2920, -0.2764, 0.0803, 0.0820, 0.0733, 0.1426, 0.0880, 0.1227, 0.1210, 0.0772, 0.1227]}

[4]
{"formula": "C44H43N4O6OsP2S2", "method": "ωB97M-V/def2-TZVPD", "gap_ev": [5.41, 5.30], "total_charge": 1, "symbols": ["Os", "S", "S", "P", "P", "O", "O", "O", "O", "O", "O", "N", "N", "N", "N", "C", "C", "C", "C", "C", "C", "C", "C", "C", "C", "C", "C", "C", "C", "C", "C", "C", "C", "C", "C", "C", "C", "C", "C", "C", "C", "C", "C", "C", "C", "C", "C", "C", "C", "C", "C", "C", "C", "C", "C", "C", "C", "C", "C", "H", "H", "H", "H", "H", "H", "H", "H", "H", "H", "H", "H", "H", "H", "H", "H", "H", "H", "H", "H", "H", "H", "H", "H", "H", "H", "H", "H", "H", "H", "H", "H", "H", "H", "H", "H", "H", "H", "H", "H", "H", "H", "H"], "xyz": [[0.02660, 0.01420, 0.49840], [2.78420, -0.75410, 1.00830], [-0.00400, 0.27470, 4.41280], [-2.47410, -1.07050, -0.19400], [0.66150, -2.51590, -0.14280], [2.41980, -0.17740, -0.29260], [-1.05950, -0.70160, 4.45920], [1.51090, -1.07540, 1.72970], [3.72420, -0.01120, 1.78940], [-1.19530, 1.10300, -0.59160], [-0.11260, 1.41410, 5.27410], [1.90820, 2.10560, 3.26340], [5.17210, -2.48680, 5.21080], [0.00800, 0.79670, 2.83260], [1.05920, 1.74100, 1.09680], [0.25090, -3.24860, -1.76220], [-4.22970, -0.22050, -2.23580], [-3.57680, -0.12690, 0.92650], [2.75480, -4.40380, -0.49020], [4.05740, -4.85440, -0.34430], [-2.19770, 2.83150, -1.87500], [-4.54760, 0.04430, -3.55740], [-2.92120, -0.54480, -1.89210], [5.01840, -4.06240, 0.26480], [1.55730, -0.55280, 4.69080], [0.77830, -3.28010, -4.11040], [-2.26550, -0.31930, -4.19680], [-4.58970, -4.35490, 1.05520], [2.38990, -3.14970, -0.00520], [-4.92520, -4.98830, -0.13130], [-1.30850, 2.49610, -0.67010], [4.67210, -2.80460, 0.73590], [-4.45150, -4.48480, -1.33210], [-3.35790, -2.68360, -0.16450], [-0.18080, -3.52960, 1.12670], [2.01730, 2.49210, 0.58450], [2.85680, 2.84980, 2.75310], [-0.77180, -2.88020, 2.20500], [-3.66650, -3.34570, -1.35100], [2.94430, 3.12610, 1.38960], [3.84110, -0.48450, 5.39330], [-0.21440, -4.92240, 1.07890], [-0.75740, -4.17740, -1.97630], [-3.57430, -0.01970, -4.54060], [2.87190, -2.54450, 4.56520], [-1.87190, 3.11640, 0.62530], [3.98310, -1.84290, 5.06220], [3.37080, -2.37510, 0.59690], [-0.98610, -4.66290, -3.25330], [-1.38890, -4.98290, 3.18000], [-1.34390, -3.60090, 3.24060], [2.63230, 0.15150, 5.20640], [-3.81290, -3.21000, 1.04130], [-0.21820, -4.22280, -4.31740], [1.66990, -1.89890, 4.38510], [-1.93970, -0.57810, -2.87760], [-0.84370, -5.63500, 2.08540], [1.00740, -2.78710, -2.84090], [1.00550, 1.55970, 2.44680], [-0.76100, -1.79640, 2.27010], [-5.56700, 0.28110, -3.82270], [-3.83600, 0.16170, -5.57210], [-1.50310, -0.36520, -4.95960], [4.68690, 0.05440, 5.79410], [-1.83790, -5.55020, 3.98190], [5.18840, -3.49160, 5.15610], [-5.00970, -0.19970, -1.48840], [-3.31310, -2.95810, -2.29460], [2.03930, -5.02470, -1.00640], [3.71640, 3.74890, 0.97440], [-0.31070, 2.93090, -0.85410], [2.04460, 2.57860, -0.49560], [-3.19020, 2.41030, -1.74580], [-0.40130, -4.60750, -5.30910], [-3.27750, -0.31080, 1.95840], [-1.48350, 2.58630, 1.49530], [-0.92120, -0.80960, -2.59160], [-0.89720, -6.71040, 2.02550], [-4.70660, -4.97590, -2.25890], [4.33100, -5.82880, -0.72060], [-3.57320, -2.71380, 1.96940], [-2.95870, 3.06480, 0.63430], [-1.58300, 4.16210, 0.69930], [2.97140, -3.59610, 4.33370], [6.03620, -4.40970, 0.34980], [3.57900, 3.23530, 3.46160], [-1.76030, 2.39800, -2.76860], [-5.56540, -5.85820, -0.12370], [0.24580, -5.45920, 0.26390], [1.77100, -2.04100, -2.65750], [-1.35650, -4.52640, -1.15000], [-3.44890, 0.92780, 0.70730], [5.39280, -2.14550, 1.19340], [-4.61320, -0.43260, 0.78450], [5.91190, -2.04670, 5.72990], [-1.76370, -5.39200, -3.42050], [-2.27830, 3.90810, -1.99120], [1.37730, -2.93870, -4.94040], [-4.94920, -4.74310, 1.99620], [-1.73840, -3.05380, 4.08300], [0.80400, -2.42460, 4.02400], [2.48860, 1.18720, 5.46280]], "lowdin_charge": [1.4273, 0.4903, 0.6477, 1.0489, 1.1034, -0.3862, -0.3070, -0.5147, -0.2255, -0.4760, -0.2578, 0.1585, 0.1182, -0.0782, -0.0493, -0.3681, -0.0830, -0.1954, -0.0558, -0.0423, -0.0279, -0.0619, -0.3821, -0.0399, -0.2878, -0.0589, -0.0645, -0.0585, -0.2797, -0.0603, -0.5134, -0.0227, -0.0642, -0.3375, -0.3299, -0.1073, -0.0717, -0.1689, -0.1078, -0.0063, -0.0121, -0.0798, -0.0973, -0.0637, -0.0175, -0.0399, -0.3175, -0.2566, -0.0556, -0.0497, -0.0806, -0.0685, -0.0947, -0.0541, -0.0735, -0.1118, -0.0544, -0.0995, -0.5283, 0.0401, 0.1115, 0.1098, 0.1093, 0.1131, 0.1146, 0.0988, 0.1122, 0.1014, 0.1084, 0.1131, 0.1137, 0.1328, 0.0745, 0.1124, 0.0544, 0.0540, 0.0818, 0.1110, 0.1103, 0.1159, 0.0982, 0.0748, 0.0885, 0.1141, 0.1159, 0.1309, 0.0772, 0.1106, 0.0979, 0.1163, 0.0903, 0.0286, 0.1243, 0.0610, 0.1008, 0.1131, 0.0900, 0.1127, 0.1125, 0.1099, 0.0837, 0.1070]}

Strongest force on any atom: 5.2; 9.2; 0.6; 2.2 (eV/Å)